C33H48AsIN7O5SeSi3Ti | wB97M-V/def2-TZVPD

The energy above the lowest of the compared OMol25 structures with the same formula, charge and spin comes out at 59.5 kJ/mol. The calculation puts the HOMO energy at -10.05 eV. For the largest force on an atom, the calculation gives 0.68 eV Å⁻¹. Its energy is -8698.66075 a.u. The charge is +1. The HOMO-LUMO gap is 5.9 eV.

Element x y z (Å)
Ti 1.002 1.144 0.311
O -2.608 2.835 5.019
C -1.851 2.420 4.001
C -2.194 1.332 3.190
C -1.343 1.011 2.160
N -0.219 1.681 1.948
C 0.147 2.679 2.748
C -0.647 3.107 3.780
C 1.554 3.119 2.397
O 2.111 4.046 2.912
O 2.063 2.288 1.496
C -1.501 -0.097 1.140
O -2.420 -0.878 1.202
O -0.529 -0.063 0.260
H -3.401 2.298 5.112
H -3.095 0.751 3.345
H -0.344 3.923 4.420
C -1.109 1.780 -2.135
N -0.915 2.449 -0.834
C -2.242 2.592 -0.220
C -0.395 3.801 -1.064
C 1.023 3.697 -1.511
C 1.627 4.689 -2.275
C 2.968 4.592 -2.604
C 3.705 3.504 -2.156
C 3.088 2.516 -1.405
C 1.730 2.579 -1.088
H -1.844 2.328 -2.736
H -1.472 0.767 -1.970
H -0.169 1.755 -2.685
H -2.878 3.221 -0.854
H -2.165 3.068 0.757
H -2.730 1.624 -0.128
H -0.451 4.355 -0.121
H -1.020 4.335 -1.793
H 1.046 5.541 -2.608
H 3.438 5.360 -3.202
H 4.760 3.430 -2.387
H 3.709 1.703 -1.045
Se 0.870 -4.102 0.568
N 1.643 -4.139 2.144
C 2.006 -2.896 2.418
C 2.683 -2.489 3.599
C 2.989 -1.171 3.711
C 2.616 -0.258 2.691
N 1.977 -0.567 1.580
C 1.672 -1.908 1.414
N 1.042 -2.368 0.354
H 2.930 -3.222 4.355
H 3.505 -0.782 4.577
H 2.872 0.786 2.808
C -3.544 -5.713 -4.408
Si -2.222 -4.430 -4.053
C -0.555 -5.289 -3.928
C -2.178 -3.235 -5.499
As -2.447 -3.140 -2.070
Si -3.280 -4.793 -0.586
C -3.061 -4.157 1.162
C -5.085 -5.256 -0.808
C -2.289 -6.376 -0.784
Si -4.462 -1.976 -2.536
C -5.161 -1.353 -0.912
C -5.758 -2.951 -3.474
C -4.023 -0.485 -3.589
H -3.182 -6.376 -5.197
H -4.458 -5.239 -4.766
H -3.797 -6.334 -3.549
H -0.466 -6.109 -4.644
H -0.394 -5.695 -2.931
H 0.244 -4.578 -4.135
H -1.899 -3.761 -6.415
H -1.451 -2.436 -5.337
H -3.156 -2.781 -5.665
H -3.804 -3.396 1.401
H -2.085 -3.691 1.303
H -3.168 -4.978 1.876
H -5.739 -4.385 -0.771
H -5.387 -5.928 -0.001
H -5.263 -5.775 -1.749
H -1.213 -6.225 -0.692
H -2.471 -6.866 -1.743
H -2.596 -7.067 0.006
H -5.343 -2.157 -0.198
H -6.107 -0.830 -1.075
H -4.461 -0.660 -0.442
H -5.917 -3.947 -3.068
H -5.484 -3.047 -4.525
H -6.709 -2.413 -3.431
H -3.538 0.279 -2.984
H -4.926 -0.044 -4.017
H -3.358 -0.751 -4.412
I 2.118 -2.163 -4.949
C 2.342 -1.341 -3.072
C 3.493 -1.287 -2.323
N 3.184 -0.628 -1.192
N 1.899 -0.249 -1.174
C 1.376 -0.664 -2.320
H 4.480 -1.674 -2.506
H 3.770 -0.466 -0.394
H 0.327 -0.532 -2.532

Atom charges from the Löwdin analysis, given in e for atoms 1 to 6: 1.17, 0.12, -0.26, 0.10, -0.17, 0.05

***

C33H48BrN3P2PdSe | wB97M-V/def2-TZVPD

As for the multiplicity: 3. The expectation value of S² is 2.054. The energy above the lowest of the compared OMol25 structures with the same formula, charge and spin comes out at 0.0 kJ/mol. The calculation puts the HOMO energy (alpha / beta) at -12.03 / -11.93 eV. For the largest force on an atom, the calculation gives 2.64 eV Å⁻¹. Its energy is -7235.94224 a.u. The charge is +2. The HOMO-LUMO gap (alpha / beta) is 5.7 / 2.7 eV.

Element x y z (Å)
N -1.733 -9.580 1.521
C -2.502 -8.689 2.133
C -2.280 -7.315 2.015
C -1.219 -6.808 1.213
C -0.455 -7.794 0.537
C -0.734 -9.158 0.757
C -1.017 -5.350 1.159
Pd 0.613 -1.854 0.066
P 0.323 1.890 -3.902
C -0.497 -4.569 0.151
C -1.170 -3.343 -0.199
C -0.726 -2.633 -1.386
C -1.614 -1.637 -1.931
C -2.818 -1.283 -1.314
C -3.197 -1.944 -0.127
C -2.418 -2.957 0.398
Br -3.817 0.192 -1.845
H -1.432 -4.842 2.047
H 0.309 -4.895 -0.513
H -2.976 -6.652 2.527
H 0.361 -7.546 -0.137
H -3.326 -9.078 2.732
H -0.131 -9.941 0.294
H 0.029 -3.097 -2.030
H -2.809 -3.513 1.254
H -1.319 -1.157 -2.861
H -4.130 -1.688 0.370
P 2.707 -1.182 0.206
C -1.419 1.397 -4.158
C -1.887 1.451 -5.615
H -2.031 2.068 -3.532
H -1.516 0.383 -3.752
H -2.930 1.113 -5.670
H -1.837 2.474 -6.007
H -1.293 0.797 -6.264
C 1.270 0.450 -4.514
C 2.196 0.847 -5.671
H 0.538 -0.305 -4.840
H 1.842 0.046 -3.664
H 2.757 -0.027 -6.012
H 1.628 1.240 -6.521
H 2.917 1.611 -5.360
C 0.559 2.037 -2.099
C 0.579 3.518 -1.704
H 1.514 1.548 -1.856
H -0.246 1.486 -1.593
H 0.984 3.632 -0.693
H 1.210 4.093 -2.395
H -0.422 3.964 -1.719
C 3.283 0.375 0.975
C 4.745 0.317 1.415
H 2.594 0.618 1.793
H 3.140 1.143 0.205
H 4.884 -0.256 2.333
H 5.399 -0.117 0.650
H 5.106 1.330 1.607
C 3.536 -1.011 -1.412
C 3.592 -2.308 -2.192
H 4.546 -0.623 -1.219
H 2.979 -0.222 -1.944
H 4.342 -2.991 -1.780
H 2.620 -2.818 -2.194
H 3.886 -2.095 -3.225
C 3.570 -2.450 1.217
C 3.153 -2.318 2.683
H 4.646 -2.284 1.074
H 3.312 -3.432 0.801
H 2.985 -3.318 3.098
H 3.931 -1.846 3.295
H 2.221 -1.748 2.822
C 0.019 2.574 4.076
N -0.546 3.006 2.816
C -0.842 2.194 1.751
Se -0.364 0.377 1.640
N -1.564 3.009 0.900
C -1.683 4.310 1.408
C -2.287 5.474 0.917
C -2.207 6.620 1.731
C -1.518 6.599 2.963
C -0.930 5.424 3.433
C -1.037 4.303 2.629
H 0.494 1.602 3.934
H -0.766 2.491 4.844
H 0.749 3.317 4.404
H -1.971 2.684 0.011
H -2.783 5.446 -0.048
H -2.670 7.547 1.402
H -1.430 7.517 3.546
H -0.364 5.336 4.371

Atom charges from the Löwdin analysis, given in e for atoms 1 to 6: 0.08, -0.11, 0.00, -0.19, 0.01, -0.11